(P)
Here is a 4-piece molecular cluster, CH10NO3 overall from the OMol25 dataset. Energies are from ωB97M-V/def2-TZVPD.

Properties
* spin multiplicity: 1
* LUMO energy: -0.1898 Ha
* net charge: +1
* orbital gap: 9.966 eV

Cartesian coordinates (Å):
C1 -1.564 0.323 0.923
N1 -0.974 -0.787 1.179
H1 -2.552 0.538 1.330
H2 -1.184 1.149 0.329
H3 -0.252 -0.917 0.450
H4 -1.111 -1.170 2.094
H5 -1.054 0.755 -2.698
H6 0.401 0.641 -2.257
O1 -0.491 0.505 -1.939
H7 0.660 2.762 0.249
H8 1.982 2.005 0.557
O2 1.153 1.936 0.095
H9 2.090 -2.296 -0.682
H10 1.577 -3.051 0.505
O3 1.318 -2.394 -0.136

Atomic partial charges in e from the Löwdin method, atoms 1 to 8: 0.143 0.221 0.124 0.084 0.117 0.157 0.069 0.039

=====

(Q)
Here is a 4-piece molecular cluster, CH10NO3 overall from the OMol25 dataset. Energies are from ωB97M-V/def2-TZVPD.

Properties
* spin multiplicity: 1
* LUMO energy: -0.1750 Ha
* net charge: +1
* orbital gap: 9.138 eV

Cartesian coordinates (Å):
C1 0.655 -1.022 -0.020
N1 0.782 0.248 0.195
H1 1.534 -1.599 -0.250
H2 -0.286 -1.628 0.034
H3 0.038 0.970 0.103
H4 1.732 0.522 0.205
H5 -5.065 -2.617 -1.057
H6 -3.887 -3.675 -0.726
O1 -4.073 -2.801 -1.146
H7 4.316 0.573 1.061
H8 3.986 1.683 0.166
O2 3.556 0.943 0.638
H9 -0.843 2.881 1.139
H10 -1.412 2.601 -0.284
O3 -0.673 2.443 0.304

Atomic partial charges in e from the Löwdin method, atoms 1 to 8: 0.170 0.198 0.110 0.136 0.086 0.060 0.076 0.046

=====

Which structure loses on stability? (P) does.